Computed, not measured: a 4-piece molecular cluster, C11H30N2O6P overall at a distorted geometry, with ωB97M-V/def2-TZVPD.

Charge ... -1
HOMO ... -3.932 eV
HOMO-LUMO gap ... 6.058 eV
LUMO level ... 2.1 eV
Energy above the lowest of the compared OMol25 structures with the same formula, charge and spin ... 60.9 kcal/mol

XYZ file:
```
50
Properties=species:S:1:pos:R:3:forces:R:3:lowdin_charge:R:1
P -2.030050 1.106688 -0.737606 -0.797 -0.446 -1.742 0.87
O -3.810302 -1.719782 -0.127252 -1.737 5.295 -3.202 -0.21
O 3.137250 0.461496 -0.485875 -0.124 0.129 -0.335 -0.07
O -6.733478 0.342925 -5.056749 -0.359 0.157 -0.090 -0.06
O 4.680951 0.090792 4.568050 -0.109 -0.068 0.107 -0.08
O -1.535472 2.745983 -1.200384 0.595 -1.533 -0.224 -0.40
O -4.122480 -1.147364 -2.478590 -0.838 2.705 7.114 -0.31
N -0.689299 0.294021 0.169883 0.043 0.397 -0.794 -0.23
N -3.497572 1.260162 0.325977 1.035 -0.791 0.130 -0.27
C -4.180594 -0.773939 -1.030873 1.098 -5.724 -3.437 -0.50
C -4.668413 -0.739928 -5.641334 0.269 0.171 -0.001 -0.08
C -6.743496 -1.037778 -7.024567 -0.250 0.086 -0.328 -0.08
C 3.265469 -0.026513 0.847135 0.600 -0.306 -0.112 -0.50
C 5.914119 -0.802825 6.428021 0.241 -0.291 -0.027 -0.07
C 3.121094 -1.539970 0.845545 -0.343 -0.183 0.057 -0.06
C 5.740630 0.372028 5.478816 -0.466 -0.049 0.503 -0.50
C -4.627817 0.757413 -0.596252 1.337 -0.596 -1.201 -0.24
C 4.610102 0.401379 1.413031 0.095 0.162 0.268 -0.07
C -5.937165 -0.082038 -6.159836 0.106 -0.691 0.406 -0.51
C 5.428440 1.653739 6.234561 0.112 0.353 -0.087 -0.07
H -5.678447 0.810297 -6.740163 -0.184 0.045 0.180 0.13
H 4.996187 -0.984973 6.998202 0.070 0.156 0.002 0.08
H 3.849902 0.070580 -1.018265 -0.325 0.145 0.297 0.09
H 6.653409 0.505941 4.888157 -0.243 -0.055 -0.113 0.14
H 6.232689 1.906286 6.932608 -0.106 -0.005 -0.035 0.08
H -6.163732 -1.370947 -7.891017 -0.058 -0.025 0.066 0.07
H 3.199229 -1.945037 1.859291 0.013 0.010 -0.109 0.08
H 4.493309 1.558757 6.797838 0.121 -0.113 0.022 0.08
H 2.153667 -1.833804 0.424271 0.098 0.087 0.131 0.08
H -6.968038 -0.442979 -4.535727 0.368 0.335 -0.099 0.09
H 3.866276 -0.029713 5.083714 0.336 0.062 -0.209 0.10
H -4.104398 -0.044388 -5.010592 -0.147 -0.229 -0.017 0.08
H 6.126098 -1.720846 5.869515 0.032 0.167 0.050 0.08
H 6.732895 -0.624053 7.131946 -0.099 -0.044 -0.031 0.08
H -0.891571 -0.743535 0.046593 0.038 1.700 0.099 0.04
H 3.891965 -2.006580 0.222003 0.079 0.095 0.106 0.08
H 4.705042 1.492407 1.396555 -0.089 -0.120 0.041 0.08
H -4.026329 -1.064067 -6.466275 -0.040 -0.006 -0.024 0.07
H -7.053171 -1.918831 -6.451216 0.188 0.045 0.006 0.08
H -4.904457 -1.610364 -5.018921 0.050 0.158 -0.016 0.07
H -5.686747 0.828742 -0.103254 2.169 -0.143 -0.857 0.11
H -3.403068 0.608360 1.160482 -0.128 0.911 -1.444 0.07
H 5.433847 0.003622 0.809609 -0.091 -0.118 -0.040 0.08
H -7.659840 -0.554865 -7.380565 0.117 -0.003 -0.013 0.07
H -4.521658 1.412097 -1.587735 -0.691 -1.536 2.194 0.11
H -1.238408 2.626569 -2.168087 -0.852 0.040 2.320 0.04
H 4.733023 0.054561 2.443793 0.007 0.113 -0.292 0.05
H 0.157925 0.492378 -0.440802 -1.246 -0.330 0.996 0.02
H 2.458447 0.419673 1.438413 0.021 0.023 -0.293 0.14
H 5.294035 2.488221 5.537927 0.088 -0.141 0.077 0.08
```
Positions in Å, forces in eV/Å.